No. 1
C18H17F2NO5 in the gas phase at a distorted geometry, computed with the ωB97M-V functional and the def2-TZVPD basis.

Cartesian coordinates (Å):
C (3.266, -1.808, -3.412)
C (3.562, -2.118, -1.954)
O (3.127, -1.005, -1.194)
C (3.289, -0.992, 0.138)
C (3.822, -2.047, 0.880)
C (3.915, -1.964, 2.256)
C (3.473, -0.837, 2.930)
C (2.944, 0.216, 2.212)
C (2.851, 0.161, 0.824)
C (2.329, 1.317, 0.067)
O (2.575, 1.601, -1.074)
O (1.505, 2.071, 0.849)
C (0.926, 3.221, 0.258)
C (-0.574, 3.074, -0.020)
O (-1.208, 3.990, -0.491)
N (-1.060, 1.854, 0.317)
C (-2.354, 1.351, 0.175)
C (-2.596, 0.047, 0.595)
C (-3.854, -0.518, 0.479)
C (-4.883, 0.233, -0.063)
O (-6.199, -0.225, -0.233)
C (-6.541, -1.463, 0.119)
F (-6.347, -1.724, 1.439)
F (-5.834, -2.426, -0.531)
C (-4.654, 1.537, -0.483)
C (-3.399, 2.097, -0.367)
H (3.612, -2.623, -4.042)
H (3.769, -0.889, -3.699)
H (2.198, -1.672, -3.553)
H (4.639, -2.274, -1.808)
H (3.026, -3.024, -1.637)
H (4.171, -2.938, 0.383)
H (4.337, -2.792, 2.807)
H (3.547, -0.780, 4.005)
H (2.607, 1.107, 2.718)
H (1.072, 4.063, 0.940)
H (1.427, 3.440, -0.693)
H (-0.391, 1.216, 0.733)
H (-1.792, -0.540, 1.016)
H (-4.004, -1.531, 0.814)
H (-7.608, -1.613, -0.105)
H (-5.473, 2.099, -0.901)
H (-3.219, 3.107, -0.694)

Net charge: 0
LUMO energy (eV): 0.4
Structure (SMILES): CCOc1ccccc1C(=O)OCC(=O)Nc1ccc(OC(F)F)cc1
Largest force on an atom (eV Å⁻¹): 1.48
Multiplicity: 1
E_tot (a.u.): -1326.83852
Highest occupied orbital energy (eV): -8.45

Atomic partial charges in e from the natural (NBO) method, atoms 1 to 6: C -0.6176; C -0.0646; O -0.4934; C 0.4417; C -0.3339; C -0.1550

No. 2
C5H8O3 in the gas phase at a distorted geometry, computed with the ωB97M-V functional and the def2-TZVPD basis.

Cartesian coordinates (Å):
C (1.692, 0.507, -0.117)
C (0.921, 1.547, -0.173)
C (1.214, -0.919, 0.027)
C (-0.271, -0.744, 0.361)
C (-0.950, 0.505, -0.043)
O (-1.165, -1.889, 0.057)
O (-1.788, 1.167, 0.848)
O (-1.526, 0.571, -1.249)
H (2.757, 0.534, -0.180)
H (0.844, 2.519, -0.528)
H (1.370, -1.396, -0.845)
H (1.813, -1.395, 0.786)
H (-0.433, -0.627, 1.464)
H (-0.760, -2.412, -0.592)
H (-1.836, 0.566, 1.582)
H (-1.883, 1.465, -1.397)

Net charge: 0
LUMO energy (eV): 0.8
Largest force on an atom (eV Å⁻¹): 5.81
Multiplicity: 1
E_tot (a.u.): -420.90185
Highest occupied orbital energy (eV): -8.07

Atomic partial charges in e from the natural (NBO) method, atoms 1 to 6: C -0.2316; C -0.2570; C -0.4459; C 0.0277; C 0.5882; O -0.7128

No. 3
2 unconnected molecules or ions with the total composition HN2O4 at a distorted geometry, computed with the ωB97M-V functional and the def2-TZVPD basis.

Cartesian coordinates (Å):
N (1.159, 0.605, 0.680)
N (2.053, 0.357, 0.067)
O (2.921, 0.083, -0.584)
O (-2.005, 0.101, -0.472)
O (-0.229, -1.096, -0.055)
O (-1.319, -0.768, 0.324)
H (-2.579, 0.718, 0.040)

Net charge: +1
LUMO energy (alpha / beta) (eV): -10.2 / -10.2
Largest force on an atom (eV Å⁻¹): 4.57
Multiplicity: 1
E_tot (a.u.): -410.39012
Highest occupied orbital energy (alpha / beta) (eV): -16.93 / -16.92

Atomic partial charges in e from the natural (NBO) method, atoms 1 to 6: N -0.1273; N 0.4854; O -0.1733; O -0.2767; O 0.1854; O 0.3621

No. 4
A molecular structure, C41H57HfN2O8P3SSi at a distorted geometry, computed with the ωB97M-V functional and the def2-TZVPD basis.

Cartesian coordinates (Å):
Hf (0.251, 0.379, -1.074)
C (-3.185, 4.725, 2.429)
C (-2.026, 3.806, 2.054)
C (-1.201, 3.472, 3.293)
P (-2.221, 2.180, 1.080)
C (-3.831, 2.348, 0.110)
C (-5.157, 2.420, 0.859)
C (-3.688, 3.484, -0.902)
C (-2.715, 0.994, 2.411)
C (-3.597, 1.309, 3.439)
C (-3.811, 0.436, 4.490)
C (-3.095, -0.745, 4.557)
C (-2.213, -1.062, 3.543)
C (-2.037, -0.234, 2.439)
Si (-0.938, -0.740, 0.939)
C (-1.952, -2.266, 0.195)
C (-2.517, -3.202, 1.062)
C (-3.314, -4.245, 0.626)
C (-3.598, -4.367, -0.722)
C (-3.031, -3.473, -1.608)
C (-2.198, -2.441, -1.180)
P (-1.357, -1.448, -2.496)
C (-2.816, -0.750, -3.512)
C (-4.042, -0.551, -2.630)
C (-3.207, -1.460, -4.805)
C (-0.743, -2.869, -3.578)
C (-0.168, -4.035, -2.771)
C (0.302, -2.274, -4.520)
C (0.748, -1.492, 1.707)
C (0.821, -3.010, 1.657)
C (1.616, -3.445, 2.623)
C (3.551, -1.857, 2.491)
C (3.570, -0.365, 2.320)
C (2.620, 0.103, 1.516)
P (2.137, 1.818, 1.104)
C (2.804, 2.698, 2.636)
C (2.568, 4.198, 2.472)
C (2.202, 2.178, 3.940)
C (3.576, 2.281, -0.077)
C (4.984, 2.379, 0.497)
C (3.597, 1.274, -1.224)
H (-2.774, 5.612, 2.915)
H (-3.870, 4.257, 3.130)
H (-3.741, 5.056, 1.557)
H (-1.381, 4.373, 1.366)
H (-1.833, 3.068, 4.080)
H (-0.699, 4.359, 3.678)
H (-0.459, 2.717, 3.037)
H (-3.830, 1.407, -0.452)
H (-5.234, 3.310, 1.475)
H (-5.298, 1.544, 1.486)
H (-5.970, 2.448, 0.133)
H (-3.830, 4.452, -0.430)
H (-4.432, 3.378, -1.692)
H (-2.699, 3.455, -1.359)
H (-4.131, 2.246, 3.427)
H (-4.526, 0.688, 5.261)
H (-3.231, -1.415, 5.394)
H (-1.641, -1.976, 3.624)
H (-2.324, -3.123, 2.117)
H (-3.717, -4.952, 1.335)
H (-4.248, -5.151, -1.084)
H (-3.232, -3.581, -2.664)
H (-2.438, 0.242, -3.786)
H (-4.556, -1.492, -2.448)
H (-4.739, 0.134, -3.108)
H (-3.745, -0.130, -1.673)
H (-3.624, -2.447, -4.620)
H (-2.366, -1.552, -5.486)
H (-3.976, -0.871, -5.305)
H (-1.572, -3.251, -4.180)
H (0.311, -3.693, -1.856)
H (0.589, -4.552, -3.354)
H (-0.938, -4.754, -2.503)
H (1.190, -2.002, -3.956)
H (-0.078, -1.374, -5.002)
H (0.580, -2.992, -5.291)
H (0.266, -3.586, 0.942)
H (1.877, -4.451, 2.892)
H (4.413, -2.232, 3.039)
H (4.272, 0.242, 2.863)
H (3.877, 2.504, 2.680)
H (1.520, 4.391, 2.249)
H (3.170, 4.603, 1.661)
H (2.830, 4.726, 3.389)
H (1.216, 2.592, 4.113)
H (2.837, 2.475, 4.775)
H (2.121, 1.093, 3.936)
H (3.278, 3.258, -0.476)
H (5.252, 1.469, 1.033)
H (5.095, 3.236, 1.152)
H (5.684, 2.508, -0.326)
H (4.035, 0.329, -0.884)
H (4.208, 1.653, -2.058)
H (1.782, 1.817, -1.810)
O (0.129, 1.219, -3.139)
S (-0.702, 2.226, -2.352)
O (0.324, 2.544, -1.215)
O (-1.606, 1.265, -1.565)
O (2.293, 0.975, -1.693)
O (4.513, -4.168, -0.316)
C (4.487, -3.589, 0.862)
O (5.177, -3.977, 1.777)
C (3.548, -2.437, 1.084)
C (2.230, -2.225, 3.275)
N (1.216, -1.188, 3.058)
N (1.802, -0.851, 0.804)
C (2.646, -1.874, 0.259)
C (2.267, -2.124, -1.172)
O (2.874, -2.945, -1.860)
O (1.273, -1.426, -1.569)
H (3.897, -3.757, -1.006)
H (2.458, -2.317, 4.336)
H (0.468, -1.267, 3.737)

Net charge: 0
LUMO energy (eV): -0.2
Largest force on an atom (eV Å⁻¹): 3.93
Multiplicity: 1
E_tot (a.u.): -4067.79156
Highest occupied orbital energy (eV): -7.64

Atomic partial charges in e from the Mulliken method, atoms 1 to 6: Hf 1.8723; C -1.6136; C 0.4620; C -1.2140; P 0.8529; C 1.8493

No. 5
3 unconnected molecules or ions with the total composition C42H69FIN4O10PS at a distorted geometry, computed with the ωB97M-V functional and the def2-TZVPD basis.

Cartesian coordinates (Å):
C (0.529, 5.615, 1.323)
C (-0.885, 4.978, 0.903)
C (-0.807, 3.908, -0.304)
C (-0.334, 4.696, -1.620)
C (-0.326, 3.819, -2.972)
C (0.034, 2.280, -2.775)
C (1.445, 1.912, -2.163)
C (2.492, 3.023, -1.701)
C (2.962, 4.035, -2.856)
C (4.435, 4.579, -2.437)
I (4.334, 5.514, -0.431)
C (1.854, 0.400, -1.992)
C (3.274, -0.053, -1.380)
C (4.408, -0.243, -2.515)
O (4.468, 0.485, -3.544)
N (5.447, -1.302, -2.400)
C (5.861, -1.496, -0.972)
C (6.716, -0.853, -3.110)
C (0.880, -0.786, -2.373)
C (1.238, -2.332, -2.208)
C (2.251, -2.693, -3.440)
C (1.519, -3.512, -4.623)
O (3.355, -3.548, -2.990)
C (-0.525, -0.383, -2.950)
C (-0.953, 1.122, -3.164)
C (-2.426, 1.408, -3.766)
O (-2.622, 2.251, -4.672)
C (-3.582, 0.475, -3.127)
C (-3.155, -1.034, -2.936)
C (-4.160, -2.041, -2.340)
C (-5.583, -1.511, -1.932)
F (-6.458, -2.519, -1.403)
C (-6.018, -0.008, -2.086)
P (-7.752, 0.429, -1.508)
O (-8.370, -0.668, -0.318)
O (-8.817, 0.228, -2.858)
S (-7.950, 2.206, -0.760)
C (-4.993, 1.015, -2.726)
C (-5.379, 2.545, -2.958)
N (-6.597, 2.601, -3.820)
C (-1.650, -1.473, -3.341)
O (-1.415, -2.550, -3.939)
H (0.988, 4.989, 2.169)
H (0.359, 6.715, 1.639)
H (1.305, 5.651, 0.484)
H (-1.696, 5.777, 0.696)
H (-1.287, 4.385, 1.824)
H (-1.902, 3.579, -0.498)
H (-0.144, 3.005, -0.088)
H (-1.110, 5.540, -1.788)
H (0.679, 5.223, -1.525)
H (-1.352, 3.995, -3.478)
H (0.435, 4.310, -3.693)
H (1.990, 3.615, -0.841)
H (3.455, 2.591, -1.233)
H (2.963, 3.599, -3.911)
H (2.293, 4.978, -2.902)
H (5.089, 3.645, -2.314)
H (4.864, 5.290, -3.221)
H (3.660, 0.664, -0.566)
H (3.194, -1.082, -0.854)
H (5.073, -2.184, -0.476)
H (6.864, -2.018, -0.834)
H (5.858, -0.519, -0.360)
H (7.625, -1.484, -2.795)
H (6.493, -0.939, -4.229)
H (6.891, 0.231, -2.782)
H (1.807, -2.595, -1.253)
H (0.320, -3.029, -2.235)
H (2.647, -1.725, -3.936)
H (0.764, -4.259, -4.202)
H (0.925, -2.809, -5.322)
H (2.266, -4.084, -5.296)
H (3.016, -4.476, -2.907)
H (-3.905, -3.138, -2.189)
H (-7.815, -0.439, 0.475)
H (-9.654, -0.115, -2.447)
H (-5.533, 3.004, -1.904)
H (-4.570, 3.174, -3.458)
H (-7.000, 1.670, -3.999)
H (-7.295, 3.228, -3.400)
C (-5.564, 3.500, 7.519)
O (-4.171, 3.265, 7.659)
C (-3.834, 1.874, 7.654)
C (-3.038, 1.525, 6.398)
N (-3.885, 1.577, 5.206)
C (-3.135, 1.496, 3.950)
C (-2.180, 2.655, 3.624)
O (-2.840, 3.893, 3.378)
C (-3.105, 4.661, 4.544)
H (-5.741, 4.568, 7.660)
H (-5.906, 3.226, 6.517)
H (-6.133, 2.950, 8.274)
H (-4.718, 1.236, 7.759)
H (-3.197, 1.706, 8.528)
H (-2.625, 0.517, 6.502)
H (-2.206, 2.234, 6.322)
H (-4.407, 2.447, 5.208)
H (-3.878, 1.439, 3.148)
H (-2.577, 0.553, 3.928)
H (-1.674, 2.400, 2.685)
H (-1.387, 2.773, 4.369)
H (-2.352, 4.513, 5.323)
H (-4.101, 4.432, 4.927)
H (-3.103, 5.716, 4.259)
C (1.179, -5.129, 1.041)
O (2.381, -5.053, 0.288)
C (3.346, -4.167, 0.864)
C (4.556, -4.953, 1.366)
N (4.216, -5.747, 2.547)
C (5.257, -6.706, 2.927)
C (5.556, -7.847, 1.942)
O (4.484, -8.771, 1.787)
C (3.525, -8.403, 0.808)
H (0.461, -5.720, 0.469)
H (1.352, -5.632, 1.997)
H (0.757, -4.135, 1.211)
H (2.913, -3.547, 1.657)
H (3.673, -3.500, 0.060)
H (5.358, -4.253, 1.621)
H (4.902, -5.592, 0.546)
H (3.361, -6.261, 2.365)
H (4.933, -7.156, 3.871)
H (6.183, -6.161, 3.141)
H (6.386, -8.426, 2.364)
H (5.908, -7.485, 0.970)
H (3.964, -7.834, -0.016)
H (2.711, -7.840, 1.270)
H (3.092, -9.320, 0.399)

Net charge: 0
LUMO energy (eV): -1.5
Structure (SMILES): CCCCCc1c(CCCI)c(CC(=O)N(C)C)c(C[C@H](C)O)c2c1C(=O)c1c(cc(F)c(P(O)(O)=S)c1CN)C2=O.COCCNCCOC.COCCNCCOC
Largest force on an atom (eV Å⁻¹): 4.33
Multiplicity: 1
E_tot (a.u.): -3749.78955
Highest occupied orbital energy (eV): -8.80

Atomic partial charges in e from the Mulliken method, atoms 1 to 6: C -0.6391; C 0.2744; C -0.2342; C -0.5704; C -0.9273; C 0.6606

No. 6
A molecular structure, C37H29F6N5PS2SbW, computed with the ωB97M-V functional and the def2-TZVPD basis.

Cartesian coordinates (Å):
W (-0.343, -0.974, -0.461)
N (-1.444, 0.188, 3.530)
C (-0.351, -0.546, 3.985)
C (0.149, -0.753, 5.265)
C (1.264, -1.559, 5.360)
C (1.849, -2.147, 4.224)
C (1.346, -1.942, 2.957)
C (0.230, -1.113, 2.847)
N (-0.510, -0.695, 1.734)
C (-1.485, 0.075, 2.203)
C (-2.431, 0.596, 1.240)
C (-3.625, 1.226, 1.368)
S (-4.342, 1.441, -0.166)
C (-3.027, 0.690, -0.908)
N (-2.090, 0.297, -0.071)
H (-2.069, 0.734, 4.104)
H (-0.312, -0.316, 6.141)
H (1.692, -1.757, 6.332)
H (2.709, -2.790, 4.354)
H (1.788, -2.443, 2.106)
H (-4.121, 1.556, 2.267)
H (-2.954, 0.552, -1.977)
S (-1.249, -2.200, -4.579)
C (-0.001, -1.013, -4.723)
C (0.258, -0.395, -3.550)
C (-0.550, -0.885, -2.459)
C (-1.457, -1.855, -2.948)
C (-2.372, -2.548, -2.046)
C (-3.358, -3.450, -2.397)
C (-4.083, -4.068, -1.387)
C (-3.798, -3.775, -0.061)
C (-2.800, -2.861, 0.219)
N (-2.119, -2.248, -0.755)
H (0.474, -0.869, -5.681)
H (1.016, 0.367, -3.451)
H (-3.545, -3.682, -3.436)
H (-4.854, -4.786, -1.636)
H (-4.329, -4.256, 0.748)
H (-2.519, -2.620, 1.237)
N (1.865, -1.111, -0.655)
C (2.821, -0.004, -0.594)
C (4.181, -0.271, -0.615)
C (5.066, 0.791, -0.519)
C (4.597, 2.097, -0.396)
C (3.237, 2.348, -0.374)
C (2.339, 1.283, -0.485)
P (0.561, 1.505, -0.440)
C (0.112, 2.524, -1.864)
C (1.077, 2.805, -2.834)
C (0.751, 3.569, -3.946)
C (-0.537, 4.057, -4.106)
C (-1.502, 3.787, -3.144)
C (-1.182, 3.026, -2.032)
C (0.273, 2.425, 1.092)
C (-0.587, 3.518, 1.188)
C (-0.721, 4.186, 2.398)
C (0.005, 3.778, 3.508)
C (0.881, 2.702, 3.411)
C (1.015, 2.027, 2.210)
H (2.186, -1.826, 0.004)
H (1.968, -1.591, -1.558)
H (4.545, -1.289, -0.698)
H (6.131, 0.600, -0.531)
H (5.298, 2.916, -0.312)
H (2.870, 3.362, -0.268)
H (2.089, 2.437, -2.733)
H (1.510, 3.789, -4.684)
H (-0.788, 4.657, -4.970)
H (-2.502, 4.186, -3.254)
H (-1.940, 2.862, -1.280)
H (-1.122, 3.885, 0.326)
H (-1.372, 5.047, 2.462)
H (-0.086, 4.319, 4.441)
H (1.477, 2.404, 4.264)
H (1.721, 1.207, 2.139)
F (0.210, -2.800, 0.073)
Sb (1.097, -4.686, -0.735)
F (-0.632, -4.892, -1.408)
F (0.556, -5.315, 0.918)
F (1.922, -6.163, -1.438)
F (2.582, -3.849, 0.075)
F (1.391, -3.477, -2.166)

Net charge: +3
LUMO energy (alpha / beta) (eV): -10.5 / -10.1
⟨S²⟩: 0.776
Largest force on an atom (eV Å⁻¹): 0.48
Multiplicity: 2
E_tot (a.u.): -3744.73980
Highest occupied orbital energy (alpha / beta) (eV): -16.60 / -16.65

Atomic partial charges in e from the Mulliken method, atoms 1 to 6: W 1.1459; N 0.3529; C 0.2872; C -1.2940; C -0.6612; C -1.0658

No. 7
C4H5N3O in the gas phase at a distorted geometry, computed with the ωB97M-V functional and the def2-TZVPD basis.

Cartesian coordinates (Å):
H (-3.179, 0.779, -0.565)
N (-3.111, -0.306, -0.053)
C (-1.920, -0.491, 0.321)
N (-0.955, 0.486, -0.088)
C (0.414, 0.297, 0.085)
C (1.542, 1.058, 0.181)
N (2.565, 0.081, 0.064)
C (2.026, -1.039, -0.121)
O (0.778, -1.055, -0.048)
H (-1.503, -1.441, 0.623)
H (-1.094, 1.409, -0.279)
H (1.902, 2.153, -0.011)
H (2.534, -1.931, -0.108)

Net charge: 0
LUMO energy (eV): 0.8
Structure (SMILES): [H]/N=C\Nc1cnco1
Largest force on an atom (eV Å⁻¹): 5.79
Multiplicity: 1
E_tot (a.u.): -394.83893
Highest occupied orbital energy (eV): -8.60

Atomic partial charges in e from the natural (NBO) method, atoms 1 to 6: H 0.3132; N -0.6095; C 0.2545; N -0.6366; C 0.3883; C -0.1929